(1)
Below is C20H28F5NRuSSi3 as an isolated structure in a non-equilibrium geometry, with properties calculated with ωB97M-V/def2-TZVPD.

The geometry in XYZ format:
```
59
Properties=species:S:1:pos:R:3:forces:R:3
Ru -0.0370 -0.3254 0.0488 0.102 -0.511 -1.252
C -0.0870 -2.7928 0.9388 -0.638 0.420 -0.399
Si -1.3698 -2.6390 -0.5234 -0.299 -0.145 0.047
C -1.7314 -4.2436 -1.4578 0.209 0.532 0.397
C -2.9042 -1.8606 0.3234 0.624 -0.316 -0.415
C -0.4454 -1.3416 -1.6611 0.097 0.580 0.970
Si 1.2545 -1.9215 -2.5031 0.198 -0.314 0.125
C 2.4466 -0.4578 -2.7496 -0.508 -0.408 0.018
C 0.6338 -2.7164 -4.1148 0.289 0.388 0.653
C 2.1397 -3.2103 -1.4096 -0.413 0.566 -0.478
Si -1.5190 -0.2683 -2.8482 -0.103 0.495 0.505
C -0.4602 1.0398 -3.7323 -0.391 -0.685 0.041
C -2.8075 -1.2653 -3.8060 0.558 0.432 0.227
C -2.3220 0.8310 -1.4848 -0.407 -0.525 -1.498
C -3.4885 1.5570 -1.6677 0.107 0.095 0.356
C -3.9082 2.4314 -0.6781 0.039 -0.069 -0.046
C -3.1340 2.5681 0.4661 0.222 -0.206 0.021
C -1.9801 1.8107 0.5861 -0.338 0.690 0.530
N -1.5994 0.9660 -0.3735 0.371 -0.114 0.285
H -0.5734 -2.6582 1.9057 0.040 0.129 -0.007
H 0.7539 -2.0499 0.8440 0.274 -0.580 0.408
H 0.3982 -3.7630 0.9579 0.292 -0.049 -0.195
H -2.2267 -4.9486 -0.7976 -0.109 -0.091 0.219
H -0.8350 -4.7274 -1.8329 0.200 0.022 -0.034
H -2.3965 -4.0706 -2.2982 -0.109 0.150 -0.130
H -3.4523 -2.6409 0.8429 -0.059 -0.235 0.112
H -3.5924 -1.4056 -0.3801 -0.136 0.119 -0.147
H -2.6340 -1.1141 1.0781 -0.018 -0.053 -0.087
H 2.2648 0.0805 -3.6734 -0.096 0.068 -0.152
H 3.4649 -0.8358 -2.7989 0.125 -0.143 0.029
H 2.4160 0.2678 -1.9367 0.018 -0.040 -0.029
H 0.1960 -1.9935 -4.7942 -0.057 0.200 -0.153
H -0.0947 -3.5007 -3.9407 -0.125 -0.141 0.136
H 1.4819 -3.1665 -4.6202 0.217 -0.078 -0.128
H 2.5111 -2.8040 -0.4724 0.038 0.113 0.128
H 3.0098 -3.5575 -1.9586 0.185 -0.053 -0.173
H 1.5358 -4.0844 -1.1953 -0.165 -0.170 0.048
H 0.0999 0.6373 -4.5687 0.147 -0.081 -0.170
H 0.2448 1.5040 -3.0416 -0.016 -0.062 0.103
H -1.0945 1.8298 -4.1276 -0.183 0.057 -0.024
H -2.3438 -2.0261 -4.4247 0.153 -0.129 -0.116
H -3.3611 -0.6128 -4.4753 -0.089 0.161 -0.111
H -3.5279 -1.7590 -3.1582 -0.010 0.006 0.209
H -4.0565 1.4279 -2.5746 -0.096 0.015 -0.124
H -4.8190 2.9977 -0.7969 -0.075 0.087 0.015
H -3.4188 3.2472 1.2536 0.024 0.029 0.093
H -1.3512 1.8939 1.4717 -0.071 -0.041 -0.172
F 3.5826 -1.0435 5.6492 -0.175 0.201 -0.474
C 3.1982 -0.5377 4.4988 0.205 -0.008 0.006
C 1.8412 -0.5684 4.1434 -0.653 0.018 -0.470
F 0.9459 -1.1430 4.9304 0.246 0.197 -0.022
C 1.4565 -0.0366 2.9256 -0.045 -0.281 0.207
F 0.1419 -0.0808 2.5296 0.486 -0.032 0.629
C 2.3755 0.5044 2.0175 -0.173 0.346 -0.512
S 1.9021 1.1318 0.4705 0.074 -0.513 0.603
C 3.7305 0.5098 2.3867 0.305 -0.042 0.210
F 4.6189 0.9700 1.5238 -0.112 -0.092 0.388
C 4.1428 -0.0054 3.6132 0.024 0.065 -0.210
F 5.4213 -0.0258 3.9278 -0.200 0.028 0.006
```
Forces are in eV/Å.

LUMO (spin up / spin down)   -7.672 / -9.413 eV
Kohn-Sham gap (spin up / spin down)   7.36 / 6.04 eV
E_HOMO (spin up / spin down)   -15.03 / -15.45 eV
Multiplicity   5
ΔE to the lowest compared entry with this formula, charge and spin   0.521 eV
Calculated total energy   -2693.9359 Ha
<S²>   6.05
Net charge   +2

natural (NBO) atomic charge list, values in e, 2 entries:
1. Ru 1.032
2. C -1.075



(2)
Below is an isolated molecule of C20H28FN3O6S, with properties calculated with ωB97M-V/def2-TZVPD.

The geometry in XYZ format:
```
59
Properties=species:S:1:pos:R:3:forces:R:3
O -2.8952 0.8888 0.6586 -0.203 0.096 0.291
C -1.8416 0.6810 0.0899 0.373 0.311 -0.193
C -0.6190 1.5624 0.3726 -0.198 0.001 0.491
N 0.3429 1.5841 -0.7120 -0.312 0.075 0.150
C -0.0357 2.3630 -1.8666 0.009 0.676 -0.105
C 0.2160 3.8781 -1.6885 0.156 -0.362 -0.481
C 1.6090 4.2349 -1.1314 -0.189 0.071 -0.008
C 1.3128 4.7199 0.2884 -0.222 0.012 -0.086
C -0.0967 5.2819 0.1230 0.202 0.238 0.186
O -0.7408 4.4120 -0.7864 -0.122 -0.183 -0.038
C 1.4832 0.8874 -0.5717 0.300 0.241 0.173
O 1.8244 0.3912 0.4949 0.009 0.382 -0.075
C 2.3597 0.6178 -1.8001 -0.298 -0.009 -0.024
N 3.1206 -0.5899 -1.5711 -0.353 -0.667 0.121
S 2.1406 -1.9271 -1.2153 0.670 -0.556 -0.182
O 0.7957 -1.5678 -1.5928 -0.050 0.148 0.165
O 2.7282 -3.0473 -1.8833 0.196 -0.019 0.187
C 2.2603 -2.2401 0.5422 -0.006 0.016 -0.585
C 3.5133 -2.5443 1.0408 -0.011 -0.071 0.015
C 3.6653 -2.8004 2.3917 -0.084 0.053 0.118
C 2.5429 -2.7448 3.2026 -0.010 0.025 -0.163
F 2.6861 -2.9893 4.5188 -0.021 0.026 -0.114
C 1.2837 -2.4571 2.7056 0.130 -0.084 0.026
C 1.1431 -2.2025 1.3520 -0.001 -0.022 -0.054
N -1.6651 -0.2679 -0.8484 0.077 -0.328 -0.288
C -2.6869 -1.2566 -1.0944 0.017 -0.232 0.283
C -2.3514 -2.5833 -0.3819 -0.156 0.015 -0.482
C -3.5625 -3.5223 -0.3515 0.298 0.074 0.042
C -4.3084 -3.0648 0.9097 0.081 0.059 0.057
C -3.2469 -2.2748 1.7013 -0.344 0.154 0.389
O -2.0309 -2.3703 0.9759 0.224 -0.033 -0.001
H -0.9844 2.5712 0.5725 -0.002 -0.212 0.001
H -0.1202 1.1719 1.2642 -0.110 0.093 -0.106
H 0.5016 2.0264 -2.7517 -0.056 -0.017 -0.010
H -1.1080 2.2289 -2.0320 0.079 -0.087 -0.127
H 0.0634 4.3414 -2.6755 0.030 -0.060 0.116
H 2.2803 3.3808 -1.1398 0.105 0.007 -0.041
H 2.0539 5.0351 -1.7228 0.038 -0.040 -0.017
H 2.0203 5.4671 0.6385 0.052 0.002 0.055
H 1.3067 3.8801 0.9832 -0.003 -0.007 0.061
H -0.6823 5.2949 1.0429 0.034 0.040 -0.030
H -0.0599 6.2990 -0.2936 -0.019 -0.052 0.080
H 1.7451 0.4247 -2.6790 0.054 0.304 0.020
H 3.0521 1.4366 -2.0078 -0.087 -0.051 -0.009
H 3.8021 -0.4747 -0.8341 0.121 -0.017 0.134
H 4.3541 -2.5947 0.3663 0.193 -0.070 0.007
H 4.6265 -3.0389 2.8185 0.072 -0.029 0.045
H 0.4317 -2.4318 3.3652 -0.085 -0.015 0.084
H 0.1726 -1.9829 0.9393 -0.148 0.070 0.030
H -0.7302 -0.5401 -1.1349 -0.083 0.278 0.112
H -3.6258 -0.8487 -0.7136 0.010 -0.061 -0.131
H -2.7670 -1.4350 -2.1695 -0.103 -0.029 0.050
H -1.4641 -3.0216 -0.8500 -0.100 -0.006 0.039
H -4.1660 -3.4408 -1.2523 -0.044 -0.050 -0.076
H -3.2238 -4.5525 -0.2455 -0.009 -0.001 -0.062
H -4.6837 -3.9115 1.4808 -0.059 0.007 -0.019
H -5.1511 -2.4232 0.6577 -0.039 -0.010 0.032
H -3.5319 -1.2214 1.8074 0.038 -0.133 -0.002
H -3.0590 -2.6922 2.6929 -0.043 0.039 -0.049
```
Forces are in eV/Å.

SMILES string   O=C(CN(C[C@@H]1CCCO1)C(=O)CNS(=O)(=O)c1ccc(F)cc1)NC[C@@H]1CCCO1
LUMO   0.488 eV
Kohn-Sham gap   9.64 eV
E_HOMO   -9.16 eV
Multiplicity   1
ΔE to the lowest compared entry with this formula, charge and spin   1.150 eV
Calculated total energy   -1892.6846 Ha

natural (NBO) atomic charge list, values in e, 2 entries:
1. O -0.641
2. C 0.682



(3)
Below is C20H28FeN2Si as an isolated structure in a non-equilibrium geometry, with properties calculated with ωB97M-V/def2-TZVPD.

The geometry in XYZ format:
```
52
Properties=species:S:1:pos:R:3:forces:R:3
C 0.5577 -2.7715 0.3475 1.120 -0.602 -0.436
C 1.0226 -2.3448 -0.9207 0.350 -0.155 0.372
C 2.3888 -1.9462 -0.7892 -0.061 -1.075 -0.081
H 0.4292 -2.3529 -1.8471 0.372 0.356 0.621
C 2.8380 -2.2993 0.5299 -0.889 -0.512 0.010
C 1.6633 -2.7575 1.2634 0.862 -0.794 -0.913
H 1.7020 -3.2496 2.2411 -0.157 0.341 -0.409
H -0.4305 -3.1924 0.5350 0.237 0.286 0.084
H 3.0291 -1.5783 -1.5924 -0.258 -0.128 0.276
H 3.8780 -2.3359 0.8702 -0.491 0.091 -0.123
Fe 1.7406 -0.4758 0.8995 -1.363 -1.675 -3.152
C 1.4858 1.3810 0.7969 0.038 2.832 0.175
H 2.4695 1.7621 0.4913 0.030 0.193 0.022
H 1.4334 1.4377 1.9047 -0.281 0.985 -0.509
H 0.7189 1.9975 0.3061 0.246 -0.269 0.323
Si -1.3297 0.2542 -1.5622 2.335 0.770 4.411
C -2.1532 1.2572 -0.0821 -0.863 -1.538 -1.290
C -3.2753 0.3931 -0.0574 -1.070 0.550 0.302
H -3.2892 -0.5517 -0.6079 0.264 0.178 0.324
C -4.5153 0.7388 0.4590 0.134 -0.043 0.226
H -5.3148 0.0081 0.3258 -0.046 0.422 0.231
C -4.6782 1.9777 1.0765 0.434 -0.310 0.041
H -5.6715 2.2314 1.4716 0.654 0.235 -0.129
C -3.5452 2.8088 1.1934 0.115 -0.212 -0.126
H -3.7004 3.7653 1.7025 0.346 -0.277 -0.168
C -2.2711 2.4862 0.6353 -0.951 -0.065 -0.376
H -1.4845 3.2662 0.7009 -0.436 -0.863 -0.203
C -0.2512 1.0703 -2.6716 -1.279 1.753 -0.120
C -1.4100 1.0316 -3.5234 1.146 -0.712 -1.502
H -2.4263 1.1571 -3.1318 0.137 0.563 -0.264
C -1.2499 0.4830 -4.8067 0.347 -0.235 -0.189
H -2.1171 0.1700 -5.3766 0.063 0.294 -0.247
C 0.0359 0.1912 -5.2492 -0.874 -0.216 -0.224
H 0.1580 -0.2899 -6.2186 0.041 0.101 0.208
C 1.1561 0.4645 -4.4643 0.636 0.635 0.868
H 2.1380 0.1643 -4.8077 0.052 0.281 -0.260
C 1.0432 0.9830 -3.1671 -0.049 -0.965 -1.416
H 1.9339 1.1899 -2.5702 -0.384 -0.404 0.072
H 0.6090 0.0381 -0.3103 0.111 -0.119 0.418
H -1.9001 -1.0419 -1.9731 -0.167 0.245 0.291
N 3.0196 -0.1021 2.5179 0.617 -0.263 0.684
C 2.2861 -0.7369 3.6492 1.146 0.476 0.081
C 0.8063 -0.4533 3.6174 -1.209 -0.323 -0.356
N 0.1856 -0.5532 2.2415 -1.732 0.182 2.144
H 3.2080 0.8899 2.7041 -0.109 -0.468 -0.062
H 3.9161 -0.5708 2.3711 -0.318 0.235 0.175
H 2.5050 -1.8142 3.6580 -0.108 0.491 -0.127
H 2.6833 -0.2895 4.5599 -0.081 -0.346 0.424
H 0.3261 -1.2035 4.2425 -0.019 0.105 0.362
H 0.5773 0.5257 4.0541 0.131 -0.117 -0.208
H -0.3978 -1.3942 2.1950 0.629 0.112 -0.061
H -0.5330 0.1816 2.1683 0.608 -0.023 -0.193
```
Forces are in eV/Å.

LUMO (spin up / spin down)   0.421 / 0.357 eV
Kohn-Sham gap (spin up / spin down)   5.38 / 6.79 eV
E_HOMO (spin up / spin down)   -4.96 / -6.43 eV
Multiplicity   5
ΔE to the lowest compared entry with this formula, charge and spin   6.076 eV
Calculated total energy   -2441.2784 Ha
<S²>   6.22

natural (NBO) atomic charge list, values in e, 2 entries:
1. C -0.320
2. C -0.262



(4)
Below is C20H28IN4O2Pb as an isolated structure in a non-equilibrium geometry, with properties calculated with ωB97M-V/def2-TZVPD.

The geometry in XYZ format:
```
56
Properties=species:S:1:pos:R:3:forces:R:3
Pb 0.0922 1.4558 0.5734 -0.326 0.518 0.839
C 2.6488 -2.3476 1.8898 -0.493 1.092 1.428
C 2.1407 -2.4949 0.5184 0.111 0.090 -1.284
N 2.2913 -3.6456 -0.0880 0.453 0.537 -0.307
C 1.9956 -3.7318 -1.4116 -0.912 0.122 0.552
C 1.3917 -2.7065 -2.0909 0.781 1.149 -0.019
C 0.9820 -2.8608 -3.4856 0.107 -3.159 -2.442
O -0.3688 -2.5469 -3.6908 -2.093 -0.585 0.714
C 1.1674 -1.4115 -1.4981 0.510 -0.806 2.968
C 0.6471 -0.2711 -2.1750 1.058 -0.293 -1.468
N 0.3558 0.8781 -1.6447 -0.214 -0.352 -1.594
C 0.2477 1.9785 -2.5678 0.269 -0.266 0.364
C 1.3142 2.2385 -3.4591 -1.484 -0.660 1.133
C 1.2327 3.2743 -4.3300 0.216 1.083 -1.517
C 0.1258 4.1347 -4.2895 0.725 1.213 -0.390
C -0.8742 3.9116 -3.3667 -1.373 1.886 -0.345
C -0.8480 2.8338 -2.5287 0.815 -0.800 -0.212
I -2.5642 2.4689 -1.4716 -0.318 -0.162 0.395
C 1.5420 -1.3136 -0.1119 -0.293 -1.194 -0.174
O 1.3136 -0.3388 0.7255 0.300 0.052 -0.585
H 3.1603 -3.2373 2.2407 0.283 0.035 -0.263
H 1.7711 -2.2289 2.5789 0.744 0.187 -0.330
H 3.2802 -1.4080 1.9531 -0.655 -1.177 0.167
H 2.1636 -4.7137 -1.8555 -0.101 0.356 -0.096
H 1.1552 -3.9550 -3.8376 -0.094 1.480 0.789
H 1.5143 -2.3251 -4.2816 0.186 0.469 0.623
H -0.9677 -3.2025 -3.2218 1.277 1.107 -0.828
H 0.7061 -0.3920 -3.2905 -0.455 0.528 0.930
H 2.1344 1.5700 -3.4416 0.803 -0.467 -0.029
H 2.0325 3.4092 -5.0904 -0.666 0.076 0.743
H 0.1230 5.0756 -4.8995 -0.143 -1.213 0.489
H -1.7524 4.6057 -3.2406 1.154 -0.656 -0.564
C -3.0063 0.5072 1.2599 1.471 1.608 1.238
N -1.6760 -0.1976 1.1288 -0.495 1.200 -1.280
C -1.8342 -1.1858 0.0234 -1.133 1.276 0.102
C -1.3229 -0.8465 2.3988 1.404 -0.702 0.131
C -1.4020 0.0422 3.6351 -1.437 0.509 -1.161
N -0.5345 1.1865 3.4032 1.057 0.288 0.853
C 0.9103 0.8506 3.5808 -0.686 -0.049 0.559
C -0.8446 2.2690 4.3331 -1.268 0.655 -0.575
H -3.4694 -0.0126 2.0521 -1.366 -0.629 0.610
H -3.5987 0.5050 0.3549 0.142 -0.133 -0.007
H -2.8901 1.5846 1.6727 0.017 -1.619 -0.918
H -2.5014 -1.9286 0.4098 -0.607 -0.779 -0.128
H -0.9282 -1.6456 -0.2655 0.992 -0.363 -0.105
H -2.3058 -0.6776 -0.8579 0.561 -0.484 0.769
H -0.2465 -1.2134 2.3524 -1.354 0.352 -0.357
H -1.9268 -1.7383 2.5236 -0.368 -0.261 0.114
H -1.0817 -0.6067 4.4547 -0.251 0.293 0.463
H -2.4787 0.4643 3.7757 1.917 -0.952 0.135
H 1.1678 0.8355 4.6382 0.059 0.220 0.291
H 1.6010 1.5489 3.0783 -0.432 -0.235 0.033
H 1.0585 -0.1595 3.2599 0.473 -0.340 -0.570
H -0.9528 1.9999 5.3914 0.395 -0.403 -0.087
H -1.8329 2.7138 4.0616 0.758 -0.105 0.056
H -0.0582 3.0014 4.2241 -0.020 0.463 0.148
```
Forces are in eV/Å.

LUMO   -3.394 eV
Kohn-Sham gap   7.60 eV
E_HOMO   -11.00 eV
Multiplicity   1
Calculated total energy   -1638.6985 Ha
Net charge   +1

natural (NBO) atomic charge list, values in e, 2 entries:
1. Pb 1.511
2. C -0.642